[1]
Computed, not measured: a molecular structure, C44H60ClN6O4S3ScSi2, with wB97M-V/def2-TZVPD.

E in Ha: -5337.07974
Frontier orbital gap in eV: 5.80
LUMO energy in hartree: 0.1397

The geometry in ORCA input format:
```
! RIJCOSX wB97M-V def2-TZVPD def2/J DEFGRID3
* xyz -2 1
Sc 0.504 1.117 0.834
N -0.761 -3.631 0.837
C -0.847 -2.520 1.668
S -2.389 -1.959 2.149
N 0.309 -2.056 2.072
N 0.306 -0.784 2.531
C 0.749 -0.596 3.725
C 1.156 -1.695 4.644
C 0.548 -1.824 5.892
C 0.922 -2.839 6.762
C 1.913 -3.738 6.395
C 2.512 -3.625 5.148
C 2.131 -2.619 4.273
C 0.644 0.787 4.237
C 1.197 1.201 5.452
C 0.895 2.466 5.920
C 0.050 3.280 5.182
C -0.396 2.810 3.958
N -0.094 1.609 3.488
H -1.645 -3.808 0.389
H -0.001 -3.539 0.171
H -0.240 -1.136 6.171
H 0.430 -2.931 7.723
H 2.206 -4.533 7.071
H 3.269 -4.338 4.843
H 2.560 -2.558 3.284
H 1.846 0.537 6.006
H 1.312 2.812 6.859
H -0.232 4.267 5.524
H -1.015 3.420 3.311
C 3.953 -0.485 1.898
C 3.737 0.974 2.180
C 4.734 1.742 2.765
C 4.475 3.095 2.997
C 3.274 3.654 2.642
C 2.289 2.835 2.022
N 2.560 1.502 1.841
N 1.092 3.189 1.577
Si 0.602 4.792 1.175
C 1.865 5.619 0.046
C -1.059 4.774 0.325
C 0.418 5.939 2.684
H 4.630 -0.605 1.049
H 3.022 -0.979 1.631
H 4.402 -0.978 2.763
H 5.680 1.291 3.033
H 5.232 3.714 3.469
H 3.065 4.699 2.825
H 2.017 4.977 -0.824
H 2.831 5.758 0.540
H 1.512 6.599 -0.291
H -1.033 4.099 -0.532
H -1.308 5.786 -0.018
H -1.858 4.420 0.982
H 1.306 5.956 3.322
H -0.436 5.667 3.310
H 0.247 6.961 2.325
C -7.824 0.588 -3.110
C -8.831 1.380 -2.316
O -9.658 2.094 -2.816
S -8.799 1.149 -0.520
C -7.049 1.266 -0.217
C -6.322 0.153 0.199
C -4.957 0.244 0.406
C -4.287 1.459 0.185
C -5.030 2.573 -0.221
C -6.400 2.482 -0.412
C -2.875 1.517 0.364
C -1.666 1.412 0.485
H -7.929 0.831 -4.165
H -7.994 -0.475 -2.940
H -6.811 0.806 -2.773
H -6.830 -0.792 0.348
H -4.374 -0.611 0.733
H -4.516 3.512 -0.389
H -6.970 3.349 -0.724
Cl 1.159 2.250 -1.241
C 0.348 -4.315 -4.378
C 0.218 -4.502 -2.867
C 1.369 -5.356 -2.334
C -1.119 -5.162 -2.543
O 0.218 -3.265 -2.167
Si 1.091 -1.866 -2.391
S 1.434 -0.981 -0.587
O 0.389 -1.053 -3.653
C -0.853 -0.355 -3.782
C -0.527 1.041 -4.303
C -1.616 -0.268 -2.469
C -1.681 -1.119 -4.817
O 2.502 -2.400 -3.086
C 3.570 -1.651 -3.663
C 3.462 -0.146 -3.417
C 3.542 -1.930 -5.166
C 4.853 -2.189 -3.036
H 0.247 -5.281 -4.881
H 1.317 -3.883 -4.629
H -0.430 -3.645 -4.746
H 1.410 -6.321 -2.849
H 1.234 -5.531 -1.265
H 2.312 -4.828 -2.486
H -1.171 -6.169 -2.968
H -1.940 -4.564 -2.946
H -1.242 -5.233 -1.461
H 0.084 1.573 -3.572
H -1.443 1.613 -4.473
H 0.021 0.964 -5.248
H -1.083 0.344 -1.746
H -1.774 -1.260 -2.038
H -2.594 0.193 -2.639
H -1.082 -1.308 -5.711
H -2.567 -0.543 -5.100
H -2.012 -2.076 -4.406
H 2.562 0.259 -3.881
H 4.335 0.356 -3.844
H 3.408 0.075 -2.350
H 2.568 -1.638 -5.564
H 3.693 -2.997 -5.357
H 4.322 -1.366 -5.685
H 4.835 -2.000 -1.961
H 5.735 -1.708 -3.469
H 4.923 -3.268 -3.197
*
```

***

[2]
Computed, not measured: 7 unconnected molecules or ions with the total composition C44H60NO26P at a distorted geometry, with wB97M-V/def2-TZVPD.

E in Ha: -4065.12935
Frontier orbital gap in eV: 7.24
SMILES string: CC(=O)OC(=O)Cc1c(CCCCn2cccc2)c(P(=O)(O)O)cc2c1C(=O)c1ccccc1C2=O.COC(=O)OC.COC(=O)OC.COC(=O)OC.COC(=O)OC.COC(=O)OC.COC(=O)OC
LUMO energy in hartree: -0.0380

The geometry in ORCA input format:
```
! RIJCOSX wB97M-V def2-TZVPD def2/J DEFGRID3
* xyz 0 1
C 1.170 -3.726 4.365
C -0.174 -3.285 4.823
O -0.472 -3.102 5.948
O -1.119 -3.071 3.797
C -1.591 -4.233 3.250
O -1.747 -5.202 3.923
C -1.922 -4.216 1.779
C -2.777 -3.034 1.355
C -2.358 -1.986 0.496
C -0.974 -1.910 -0.134
C 0.226 -2.011 0.824
C 1.393 -1.052 0.515
C 1.701 -0.107 1.681
N 3.011 -0.324 2.295
C 3.900 -1.361 2.122
C 4.974 -1.131 2.934
C 4.758 0.067 3.657
C 3.550 0.532 3.211
C -3.294 -0.987 0.166
P -2.913 0.344 -0.991
O -2.789 -0.162 -2.357
O -4.127 1.377 -0.902
O -1.617 1.171 -0.553
C -4.581 -0.980 0.683
C -4.968 -1.989 1.538
C -4.086 -3.010 1.857
C -4.633 -4.049 2.795
O -4.449 -5.228 2.660
C -5.470 -3.492 3.879
C -5.397 -3.956 5.184
C -6.186 -3.353 6.149
C -7.051 -2.313 5.829
C -7.133 -1.853 4.522
C -6.333 -2.448 3.557
C -6.325 -1.992 2.148
O -7.314 -1.679 1.539
H 1.261 -3.631 3.293
H 1.266 -4.780 4.611
H 1.945 -3.179 4.884
H -2.480 -5.127 1.621
H -1.044 -4.286 1.156
H -0.877 -0.970 -0.655
H -0.947 -2.704 -0.879
H -0.111 -1.885 1.841
H 0.615 -3.020 0.740
H 2.268 -1.630 0.258
H 1.183 -0.443 -0.359
H 1.681 0.923 1.336
H 0.950 -0.185 2.463
H 3.736 -2.184 1.458
H 5.841 -1.751 3.065
H 5.377 0.537 4.393
H 3.050 1.423 3.545
H -4.258 1.741 -0.018
H -1.714 1.618 0.298
H -5.283 -0.209 0.421
H -4.730 -4.765 5.428
H -6.128 -3.676 7.176
H -7.650 -1.832 6.583
H -7.777 -1.039 4.236
C -2.362 -4.137 -4.992
O -2.984 -5.347 -4.545
C -2.382 -5.928 -3.514
O -1.387 -5.532 -2.960
O -3.067 -7.023 -3.192
C -2.532 -7.753 -2.086
H -2.958 -3.784 -5.828
H -2.365 -3.389 -4.203
H -1.344 -4.330 -5.324
H -2.531 -7.140 -1.186
H -1.523 -8.097 -2.304
H -3.186 -8.607 -1.943
C 0.822 1.729 -2.644
O 1.370 2.892 -3.269
C 2.219 3.602 -2.538
O 2.556 3.367 -1.405
O 2.626 4.629 -3.282
C 3.546 5.513 -2.643
H 0.147 1.283 -3.369
H 1.609 1.016 -2.401
H 0.263 1.993 -1.753
H 4.456 4.986 -2.364
H 3.090 5.969 -1.766
H 3.780 6.284 -3.371
C -5.263 0.210 -8.610
O -4.380 1.090 -7.911
C -4.352 0.899 -6.587
O -4.988 0.079 -5.983
O -3.502 1.783 -6.069
C -3.361 1.713 -4.636
H -5.185 0.475 -9.660
H -4.961 -0.826 -8.471
H -6.289 0.347 -8.273
H -2.983 0.749 -4.328
H -4.314 1.918 -4.153
H -2.646 2.488 -4.370
C 4.967 4.384 1.904
O 5.640 5.458 2.573
C 6.129 5.104 3.760
O 6.021 4.017 4.261
O 6.745 6.157 4.296
C 7.314 5.909 5.584
H 4.591 4.777 0.968
H 5.652 3.564 1.701
H 4.134 4.029 2.506
H 8.069 5.128 5.527
H 6.542 5.629 6.297
H 7.776 6.841 5.894
C 9.936 0.991 2.190
O 9.250 -0.193 2.603
C 9.867 -0.877 3.562
O 10.913 -0.583 4.079
O 9.127 -1.946 3.852
C 9.676 -2.779 4.876
H 9.322 1.439 1.415
H 10.037 1.686 3.021
H 10.916 0.746 1.785
H 9.770 -2.229 5.810
H 10.645 -3.171 4.574
H 8.976 -3.599 5.005
C -3.850 8.870 -5.483
O -3.658 7.462 -5.343
C -3.892 6.766 -6.460
O -4.236 7.234 -7.513
O -3.679 5.482 -6.200
C -3.892 4.600 -7.314
H -3.629 9.304 -4.512
H -3.172 9.280 -6.229
H -4.880 9.093 -5.755
H -3.217 4.850 -8.131
H -4.924 4.664 -7.656
H -3.683 3.594 -6.951
*
```

***

[3]
Computed, not measured: a molecular structure, C44H61BrN6O2Sr, with wB97M-V/def2-TZVPD.

E in Ha: -4797.16853
Frontier orbital gap in eV: 6.74
LUMO energy in hartree: 0.0049

The geometry in ORCA input format:
```
! RIJCOSX wB97M-V def2-TZVPD def2/J DEFGRID3
* xyz 0 1
Sr 1.554 0.534 -0.041
N 4.206 0.520 -0.419
C 4.612 1.930 -0.276
C 4.236 2.492 1.087
N 2.791 2.637 1.322
C 2.256 3.825 0.634
C 0.731 3.916 0.636
N 0.110 2.782 -0.052
C 2.534 2.705 2.767
C 2.397 1.334 3.402
N 1.295 0.602 2.773
H 4.793 -0.088 0.141
H 4.325 0.231 -1.385
H 4.111 2.484 -1.069
H 5.689 2.066 -0.415
H 4.741 3.462 1.218
H 4.634 1.829 1.860
H 2.591 3.791 -0.404
H 2.664 4.743 1.085
H 0.467 4.879 0.184
H 0.342 3.945 1.654
H 0.211 2.903 -1.056
H -0.882 2.687 0.158
H 1.604 3.248 2.937
H 3.323 3.276 3.276
H 2.265 1.466 4.482
H 3.314 0.760 3.266
H 0.408 1.036 3.014
H 1.245 -0.351 3.117
C -1.958 0.202 4.038
C -2.739 1.461 3.660
C -1.813 2.609 3.248
C -3.850 1.190 2.655
C -5.158 1.200 3.134
C -6.240 1.019 2.294
C -6.014 0.875 0.935
C -4.731 0.853 0.403
C -4.603 0.777 -1.115
C -3.793 1.931 -1.713
C -4.114 -0.568 -1.660
C -3.639 0.944 1.288
N -2.343 0.929 0.727
C -1.640 -0.127 0.560
C -1.755 -1.529 0.917
C -2.954 -2.084 1.406
C -3.099 -3.430 1.628
C -2.014 -4.269 1.338
C -0.828 -3.768 0.872
C -0.612 -2.370 0.671
N 0.599 -1.870 0.328
C 1.524 -2.810 -0.208
C 1.426 -3.161 -1.576
C 2.348 -4.044 -2.127
C 3.361 -4.602 -1.368
C 3.451 -4.269 -0.030
C 2.554 -3.387 0.571
C 2.810 -3.122 2.051
C 1.605 -3.145 2.990
C 3.644 -1.854 2.232
C 0.312 -2.619 -2.462
C 0.816 -2.160 -3.831
C -0.798 -3.659 -2.656
H -1.248 0.420 4.842
H -1.412 -0.207 3.189
H -2.632 -0.582 4.387
H -3.249 1.795 4.568
H -1.263 2.363 2.340
H -1.103 2.828 4.052
H -2.385 3.517 3.048
H -5.322 1.369 4.193
H -7.249 1.030 2.686
H -6.857 0.788 0.259
H -5.628 0.895 -1.478
H -2.731 1.827 -1.492
H -4.131 2.893 -1.322
H -3.914 1.942 -2.798
H -3.055 -0.733 -1.465
H -4.255 -0.591 -2.743
H -4.667 -1.402 -1.226
H -0.751 0.061 -0.031
H -3.794 -1.432 1.594
H -4.031 -3.832 1.999
H -2.108 -5.340 1.484
H -0.015 -4.451 0.662
H 2.265 -4.311 -3.173
H 4.064 -5.295 -1.812
H 4.230 -4.713 0.579
H 3.453 -3.946 2.376
H 0.897 -2.348 2.775
H 1.948 -3.049 4.025
H 1.059 -4.083 2.906
H 3.114 -0.982 1.848
H 4.591 -1.940 1.694
H 3.867 -1.677 3.288
H -0.115 -1.750 -1.960
H 1.163 -2.998 -4.438
H 1.625 -1.435 -3.740
H 0.001 -1.687 -4.384
H -0.404 -4.549 -3.154
H -1.592 -3.246 -3.283
H -1.240 -3.966 -1.710
Br -1.823 0.590 -7.023
C -0.375 1.494 -6.198
C 0.316 2.464 -6.907
C 1.370 3.125 -6.291
C 1.723 2.819 -4.986
C 1.026 1.837 -4.293
C -0.029 1.168 -4.900
C 1.391 1.493 -2.874
O 2.179 2.247 -2.247
O 0.859 0.469 -2.365
H 0.032 2.699 -7.924
H 1.914 3.884 -6.839
H 2.534 3.332 -4.487
H -0.564 0.409 -4.346
*
```

***

[4]
Computed, not measured: a molecular structure, C44H61FeN14OPSi, with wB97M-V/def2-TZVPD.

E in Ha: -4449.61625
Frontier orbital gap (alpha / beta) in eV: 8.14 / 7.27
LUMO energy (alpha / beta) in hartree: -0.0729 / -0.1010

The geometry in ORCA input format:
```
! RIJCOSX wB97M-V def2-TZVPD def2/J DEFGRID3
* xyz 1 6
Fe -0.970 -0.386 0.252
C 4.543 0.615 1.288
N 3.088 0.612 1.407
C 2.209 -0.255 0.906
N 0.995 0.032 1.343
C 1.207 1.113 2.141
N 2.459 1.490 2.212
C 5.206 0.030 2.511
C 6.152 0.749 3.227
C 6.751 0.190 4.350
C 6.394 -1.075 4.780
C 5.433 -1.792 4.071
C 4.855 -1.243 2.935
C 5.004 -3.110 4.536
N 5.479 -3.839 5.480
N 4.680 -4.980 5.534
C 3.792 -4.841 4.616
O 3.929 -3.678 3.931
C 2.689 -5.728 4.248
C 2.441 -6.882 4.987
C 1.378 -7.694 4.637
C 0.560 -7.361 3.563
C 0.811 -6.217 2.820
C -0.058 -5.872 1.632
N -0.515 -4.487 1.641
C 0.054 -3.408 1.110
N -0.657 -2.331 1.402
C -1.686 -2.838 2.142
N -1.627 -4.132 2.320
C 1.880 -5.405 3.167
H 4.858 1.644 1.130
H 4.784 0.037 0.394
H 2.480 -1.043 0.221
H 0.420 1.623 2.668
H 6.422 1.749 2.913
H 7.491 0.755 4.901
H 6.838 -1.514 5.663
H 4.111 -1.814 2.393
H 3.077 -7.120 5.828
H 1.172 -8.587 5.211
H -0.278 -7.998 3.306
H -0.951 -6.493 1.624
H 0.476 -6.027 0.693
H 0.958 -3.444 0.523
H -2.476 -2.229 2.549
H 2.088 -4.500 2.609
C -2.734 1.629 2.955
C -3.522 0.814 1.972
C -4.894 0.876 1.894
C -5.550 0.083 0.940
C -4.845 -0.728 0.088
C -3.436 -0.752 0.195
N -2.831 -0.001 1.156
N -2.542 -1.394 -0.575
Si -2.738 -2.649 -1.756
C -3.586 -2.052 -3.304
C -0.980 -3.154 -2.222
C -3.669 -4.091 -1.031
H -3.269 1.731 3.897
H -2.556 2.633 2.563
H -1.770 1.158 3.148
H -5.449 1.513 2.566
H -6.630 0.123 0.868
H -5.336 -1.330 -0.665
H -2.967 -1.308 -3.812
H -4.556 -1.594 -3.096
H -3.754 -2.878 -3.999
H -0.268 -2.379 -1.922
H -0.879 -3.282 -3.302
H -0.681 -4.095 -1.754
H -4.719 -3.847 -0.857
H -3.235 -4.386 -0.074
H -3.641 -4.956 -1.698
N -0.618 1.050 -0.729
P -0.562 2.278 -1.709
N 0.437 1.998 -3.003
C 1.704 1.314 -2.750
C 2.814 1.920 -3.616
C 2.267 2.370 -4.979
C 1.037 1.551 -5.351
C -0.101 1.805 -4.362
N 0.058 3.624 -0.977
C 1.014 4.540 -1.606
C 0.674 5.995 -1.303
C 0.556 6.220 0.201
C -0.479 5.264 0.787
C -0.102 3.824 0.464
N -2.034 2.677 -2.352
C -3.109 1.681 -2.404
C -3.952 1.867 -3.660
C -4.488 3.292 -3.755
C -3.349 4.300 -3.645
C -2.543 4.052 -2.377
H 1.595 0.239 -2.943
H 1.946 1.418 -1.691
H 3.605 1.177 -3.750
H 3.259 2.771 -3.097
H 3.035 2.270 -5.747
H 1.993 3.427 -4.943
H 1.295 0.489 -5.375
H 0.691 1.812 -6.352
H -0.819 0.977 -4.392
H -0.640 2.708 -4.651
H 1.027 4.354 -2.678
H 2.022 4.324 -1.224
H -0.274 6.256 -1.781
H 1.441 6.642 -1.734
H 0.299 7.257 0.418
H 1.526 6.022 0.671
H -1.468 5.484 0.373
H -0.540 5.385 1.872
H -0.857 3.126 0.824
H 0.843 3.584 0.967
H -3.747 1.795 -1.514
H -2.677 0.683 -2.359
H -4.779 1.155 -3.647
H -3.339 1.643 -4.538
H -5.196 3.464 -2.936
H -5.039 3.432 -4.686
H -3.740 5.319 -3.631
H -2.688 4.209 -4.512
H -3.192 4.214 -1.504
H -1.712 4.745 -2.305
*
```

***

Question: Among the records above, which one has the lowest E?
Answer: C44H60ClN6O4S3ScSi2

***

Question: What is the formula in the second record?
Answer: C44H60NO26P